1.
Below is a 2-piece molecular cluster, C27H38BrF6NO4P overall at a distorted geometry, with properties calculated with ωB97M-V/def2-TZVPD.

## Properties
Kohn-Sham gap in eV: 8.29
HOMO in eV: -7.03
Molar mass in g/mol: 665.47

The geometry in ORCA input format:
```
! RIJCOSX wB97M-V def2-TZVPD def2/J DEFGRID3
* xyz -1 1
C -0.360 -4.817 3.235
C -0.595 -3.761 4.014
C -0.360 -2.369 3.530
C 0.874 -1.805 3.839
C 1.101 -0.512 3.424
C 0.167 0.195 2.683
C -1.072 -0.341 2.348
C -2.072 0.461 1.562
C -2.266 0.016 0.077
C -1.260 -1.009 -0.439
C -1.459 -1.301 -1.937
C -0.197 -1.884 -2.576
C 0.811 -0.860 -3.145
C 0.950 0.471 -2.403
C 1.639 1.507 -3.314
C 0.708 2.519 -3.996
C -0.598 1.981 -4.559
O -0.472 0.979 -5.549
C 0.318 1.356 -6.657
C -1.326 -1.644 2.802
C -2.675 -2.270 2.541
C -3.601 -2.039 3.739
C -4.762 -0.927 3.551
O -4.844 -2.513 3.715
C 0.773 1.522 2.370
O 0.523 2.274 1.481
N 1.842 1.722 3.351
C 1.303 2.489 4.480
Br 2.307 2.139 6.107
C 1.292 3.970 4.150
C 0.744 4.858 5.258
C 2.288 0.365 3.628
O 3.407 0.050 3.879
H -0.110 -5.787 3.645
H -0.414 -4.713 2.156
H -0.989 -3.894 5.018
H 1.631 -2.352 4.384
H -3.032 0.393 2.077
H -1.776 1.506 1.565
H -3.271 -0.407 -0.007
H -2.203 0.907 -0.547
H -0.249 -0.639 -0.257
H -1.359 -1.955 0.101
H -1.723 -0.355 -2.415
H -2.278 -2.019 -2.015
H 0.303 -2.584 -1.899
H -0.520 -2.496 -3.423
H 0.612 -0.728 -4.204
H 1.794 -1.325 -3.093
H -0.016 0.892 -2.106
H 1.554 0.338 -1.503
H 2.275 1.001 -4.041
H 2.314 2.093 -2.682
H 1.257 3.041 -4.782
H 0.427 3.272 -3.251
H -1.236 1.555 -3.785
H -1.152 2.831 -4.992
H 0.185 0.583 -7.412
H -0.024 2.315 -7.067
H 1.380 1.383 -6.408
H -3.174 -1.827 1.687
H -2.602 -3.355 2.451
H -3.128 -2.035 4.731
H -5.815 -0.759 3.763
H -4.465 -0.522 4.564
H 0.283 2.168 4.722
H 2.314 4.251 3.889
H 0.695 4.122 3.248
H 1.392 4.874 6.131
H -0.272 4.579 5.541
H 0.689 5.886 4.892
F 4.830 -2.406 -6.823
P 3.943 -1.579 -5.697
F 3.858 -1.002 -4.139
F 2.313 -1.806 -5.514
F 3.372 -0.718 -6.999
F 5.189 -0.497 -5.737
F 4.070 -3.055 -4.953
*
```


2.
Below is C27H38ClN4O7STl as an isolated structure at a distorted geometry, with properties calculated with ωB97M-V/def2-TZVPD.

## Properties
Kohn-Sham gap (spin up / spin down) in eV: 6.78 / 7.46
HOMO (spin up / spin down) in eV: -7.26 / -8.21
Molar mass in g/mol: 802.53

The geometry in ORCA input format:
```
! RIJCOSX wB97M-V def2-TZVPD def2/J DEFGRID3
* xyz 0 1
O 0.934 -0.293 -3.476
C 0.240 0.586 -3.987
C 0.396 2.021 -3.752
C 0.110 2.561 -2.497
H -0.297 1.948 -1.699
C 0.378 3.901 -2.289
H 0.224 4.359 -1.317
C 0.903 4.678 -3.328
H 1.208 5.714 -3.168
C 1.047 4.138 -4.613
H 1.414 4.733 -5.444
C 0.741 2.809 -4.840
H 0.750 2.323 -5.812
H -0.680 0.307 -4.561
C -2.302 -1.426 -2.282
C -2.798 -0.300 -1.398
H -2.923 -1.533 -3.190
H -2.340 -2.396 -1.782
H -1.254 -1.194 -2.548
C -3.142 0.785 -2.131
C -4.582 1.113 -2.377
H -2.353 1.440 -2.527
H -4.646 1.866 -3.177
H -5.120 1.499 -1.492
H -5.154 0.217 -2.699
Tl -2.148 -0.021 0.460
Cl -4.294 0.981 1.322
C -1.946 0.610 3.606
O -1.345 -0.156 2.816
N -1.496 0.888 4.833
C -0.427 0.087 5.407
C -2.199 1.847 5.684
H -2.888 1.114 3.320
H 0.253 -0.252 4.621
H -0.843 -0.782 5.934
H 0.109 0.707 6.130
H -2.421 2.753 5.096
H -1.554 2.095 6.535
H -3.148 1.414 6.048
H 4.427 1.938 -2.884
H 5.308 1.831 -0.809
C 3.433 1.652 -2.506
C 4.501 1.295 -0.306
N 3.597 0.820 -1.326
H 2.906 1.085 -3.280
C 3.005 -0.379 -1.213
O 3.230 -1.204 -0.312
H 4.886 0.447 0.256
H 2.301 -0.585 -2.036
H 2.845 2.554 -2.272
H 3.985 1.976 0.380
H 0.554 -5.858 0.285
H 2.412 -4.882 -0.360
C -0.156 -5.087 -0.053
C 1.927 -3.993 -0.787
N 0.616 -3.859 -0.181
H -0.965 -4.997 0.683
C 0.118 -2.633 0.061
O -1.059 -2.400 0.403
H 2.502 -3.085 -0.554
H 0.855 -1.830 -0.083
H -0.566 -5.416 -1.027
H 1.823 -4.093 -1.883
O -1.537 3.243 2.636
S -0.379 3.257 1.767
O -0.001 4.504 1.153
N -0.436 2.018 0.659
C 0.627 1.182 0.714
O 0.807 0.297 -0.171
C 1.433 1.401 1.935
C 2.384 0.543 2.499
C 2.943 0.899 3.727
C 2.528 2.066 4.390
C 1.540 2.895 3.840
C 1.001 2.525 2.611
H 2.656 -0.370 1.969
H 3.706 0.268 4.184
H 2.971 2.337 5.350
H 1.179 3.800 4.326
*
```


3.
Below is C27H38IrN7O2PS2Sb as an isolated structure, with properties calculated with ωB97M-V/def2-TZVPD.

## Properties
Kohn-Sham gap (spin up / spin down) in eV: 6.30 / 6.25
HOMO (spin up / spin down) in eV: -8.64 / -8.64
Molar mass in g/mol: 901.73
Expectation value of S²: 0.7530

The geometry in ORCA input format:
```
! RIJCOSX wB97M-V def2-TZVPD def2/J DEFGRID3
* xyz 1 2
Ir -0.162 0.233 -0.748
C 0.529 -0.025 -3.701
C 0.527 -1.405 -3.123
C 0.852 -2.492 -3.915
C 0.879 -3.762 -3.368
C 0.545 -3.924 -2.039
C 0.195 -2.800 -1.319
N 0.213 -1.560 -1.812
Sb 1.881 -2.480 1.193
C 2.581 -0.829 -0.028
C 3.972 -0.958 -0.119
C 4.747 0.057 -0.634
C 4.110 1.197 -1.082
C 2.731 1.293 -1.010
C 2.092 2.570 -1.459
N 1.964 0.290 -0.507
C -1.402 -1.462 1.572
C -2.151 -1.788 2.684
C -2.007 -0.983 3.803
C -1.067 0.031 3.781
C -0.326 0.267 2.627
C 0.827 1.219 2.639
N -0.571 -0.433 1.509
H 0.667 -0.072 -4.780
H 1.346 0.562 -3.280
H -0.411 0.489 -3.488
H 1.097 -2.327 -4.954
H 1.158 -4.617 -3.969
H 0.569 -4.877 -1.540
H 4.431 -1.888 0.195
H 5.823 -0.043 -0.706
H 4.670 2.025 -1.492
H 2.837 3.210 -1.927
H 1.687 3.107 -0.602
H 1.272 2.411 -2.159
H -2.793 -2.657 2.693
H -2.576 -1.187 4.700
H -0.872 0.623 4.664
H 1.023 1.563 3.652
H 0.645 2.081 2.002
H 1.712 0.699 2.266
C -4.975 2.919 2.289
C -3.516 2.556 2.171
O -3.350 1.487 1.196
P -2.683 1.793 -0.201
S -2.511 0.100 -1.257
S -0.788 2.455 -0.081
O -3.675 2.870 -0.796
C -3.424 3.458 -2.103
C -3.605 4.951 -2.000
H -5.104 3.673 3.066
H -5.565 2.043 2.557
H -5.349 3.320 1.348
H -3.116 2.159 3.103
H -2.906 3.413 1.878
H -4.136 3.002 -2.789
H -2.413 3.201 -2.422
H -4.604 5.194 -1.639
H -3.475 5.405 -2.982
H -2.870 5.380 -1.319
C -4.157 -5.633 -1.092
C -2.879 -6.361 -0.688
C -1.905 -6.450 -1.856
C -2.231 -5.780 0.571
N -1.669 -4.429 0.414
C -2.313 -3.313 0.320
N -1.397 -2.262 0.392
N -0.126 -2.928 0.108
N -0.323 -4.306 0.500
H -4.663 -6.178 -1.888
H -3.942 -4.634 -1.478
H -4.856 -5.544 -0.257
H -3.153 -7.377 -0.387
H -1.670 -5.455 -2.238
H -2.349 -7.018 -2.673
H -0.973 -6.940 -1.570
H -1.383 -6.385 0.886
H -2.953 -5.734 1.386
H -3.380 -3.189 0.292
*
```


4.
Below is one molecule with the formula C27H38N6O3 at a distorted geometry, with properties calculated with ωB97M-V/def2-TZVPD.

## Properties
Kohn-Sham gap in eV: 9.50
SMILES string: CN(C[C@H](Cc1ccccc1)N(C[C@H](CC1CCCCC1)N(CCc1ccccc1)N=O)N=O)N=O
HOMO in eV: -8.96
Molar mass in g/mol: 494.64

The geometry in ORCA input format:
```
! RIJCOSX wB97M-V def2-TZVPD def2/J DEFGRID3
* xyz 0 1
C -1.059 2.216 4.054
N -2.231 1.418 3.757
N -3.426 1.930 3.695
O -3.522 3.144 3.870
C -2.129 0.000 3.539
H -3.127 -0.418 3.690
C -1.674 -0.359 2.108
N -0.303 0.104 1.864
N 0.741 -0.244 2.553
O 0.598 -1.038 3.484
C -0.036 1.027 0.782
H 0.483 1.900 1.188
H -0.986 1.349 0.360
C 0.828 0.390 -0.332
N 0.462 0.940 -1.623
N 0.135 0.060 -2.523
O -0.100 0.465 -3.660
C 0.582 2.363 -1.908
H 0.952 2.861 -1.013
C -0.742 3.004 -2.367
C -1.846 2.837 -1.364
C -1.950 3.692 -0.271
C -2.950 3.515 0.670
C -3.861 2.481 0.527
C -3.772 1.631 -0.563
C -2.768 1.806 -1.501
H -2.698 1.141 -2.350
H -4.494 0.837 -0.689
H -4.638 2.347 1.264
H -3.026 4.178 1.519
H -1.246 4.506 -0.163
H -0.544 4.065 -2.534
H -1.034 2.554 -3.316
H 1.309 2.479 -2.720
H 0.576 -0.672 -0.398
C 2.324 0.554 -0.017
H 2.646 1.547 -0.337
H 2.432 0.498 1.067
C 3.266 -0.495 -0.626
C 3.053 -1.878 -0.010
C 4.096 -2.861 -0.535
C 4.030 -2.945 -2.057
C 4.229 -1.566 -2.675
C 3.177 -0.594 -2.148
H 3.326 0.391 -2.598
H 2.189 -0.956 -2.439
H 4.158 -1.631 -3.763
H 5.227 -1.196 -2.426
H 4.793 -3.633 -2.426
H 3.054 -3.333 -2.357
H 3.926 -3.847 -0.099
H 5.093 -2.531 -0.234
H 3.115 -1.813 1.078
H 2.060 -2.246 -0.270
H 4.283 -0.173 -0.371
H -2.320 0.170 1.402
C -1.799 -1.876 1.888
C -1.412 -2.295 0.496
C -2.099 -1.805 -0.610
C -1.745 -2.195 -1.889
C -0.709 -3.094 -2.080
C -0.030 -3.599 -0.985
C -0.376 -3.197 0.295
H 0.163 -3.588 1.147
H 0.770 -4.312 -1.123
H -0.435 -3.398 -3.078
H -2.281 -1.805 -2.740
H -2.921 -1.119 -0.467
H -2.840 -2.151 2.073
H -1.175 -2.394 2.617
H -1.440 -0.439 4.264
H -0.265 1.583 4.439
H -0.721 2.747 3.162
H -1.344 2.961 4.800
*
```


5.
Below is C27H39AlBrCl48NOPS3 as an isolated structure at a distorted geometry, with properties calculated with ωB97M-V/def2-TZVPD.

## Properties
Kohn-Sham gap in eV: 6.41
HOMO in eV: -5.20
Molar mass in g/mol: 2329.42

The geometry in ORCA input format:
```
! RIJCOSX wB97M-V def2-TZVPD def2/J DEFGRID3
* xyz -1 1
C -2.535 0.771 3.120
C -1.253 1.402 2.578
C -0.479 0.562 1.585
Br 0.629 -0.806 2.485
Al -1.556 -0.284 0.101
C -2.309 -2.049 0.809
C -1.704 -3.282 0.092
C -2.355 -3.363 -1.275
S -1.489 -4.383 -2.525
C -0.827 -5.710 -1.511
S -1.857 -6.784 -0.861
N 0.538 -5.725 -1.387
C 1.051 -6.323 -0.153
C 2.509 -6.687 -0.382
O 3.154 -5.725 -1.168
C 2.710 -5.864 -2.505
C 1.215 -6.187 -2.589
P -0.072 -0.579 -1.724
S 1.235 0.948 -1.751
H -3.258 1.560 3.308
H -3.004 0.089 2.423
H -2.348 0.305 4.078
H -0.608 1.593 3.434
H -1.430 2.372 2.129
H 0.251 1.214 1.124
H -2.821 0.589 -0.380
H -3.367 -2.069 0.556
H -2.154 -2.128 1.877
H -0.625 -3.189 -0.011
H -1.887 -4.195 0.646
H -3.383 -3.684 -1.152
H -2.378 -2.366 -1.695
H 1.025 -5.575 0.627
H 0.555 -7.244 0.141
H 2.992 -6.774 0.581
H 2.594 -7.674 -0.841
H 3.272 -6.641 -3.026
H 2.884 -4.909 -2.977
H 1.007 -7.238 -2.796
H 0.821 -5.613 -3.421
H -0.761 -0.582 -2.955
H 0.672 -1.766 -1.651
C 4.471 -1.133 -1.800
Cl 3.170 -2.312 -1.755
Cl 5.335 -1.101 -0.260
Cl 5.581 -1.508 -3.126
H 4.034 -0.155 -1.971
C -3.411 -7.113 2.593
Cl -5.014 -7.382 1.893
Cl -3.230 -5.436 3.099
Cl -3.130 -8.212 3.950
H -2.668 -7.321 1.833
C -0.743 4.041 -2.090
Cl -0.322 3.698 -3.768
Cl -1.307 5.711 -1.930
Cl -1.913 2.886 -1.457
H 0.156 3.939 -1.501
C 2.338 7.140 -1.159
Cl 2.072 5.411 -0.992
Cl 1.171 8.074 -0.224
Cl 3.990 7.556 -0.670
H 2.220 7.403 -2.202
C -3.429 1.581 -5.868
Cl -2.918 1.985 -4.237
Cl -2.837 2.778 -7.031
Cl -2.885 -0.040 -6.317
H -4.510 1.591 -5.904
C -5.158 -12.102 4.150
Cl -4.834 -11.792 5.858
Cl -6.711 -12.923 3.951
Cl -5.102 -10.607 3.225
H -4.384 -12.759 3.778
C 3.920 -3.659 3.237
Cl 2.522 -3.531 4.310
Cl 3.439 -3.545 1.550
Cl 5.118 -2.418 3.628
H 4.373 -4.626 3.397
C -2.875 9.298 -0.337
Cl -4.441 8.495 -0.263
Cl -1.962 9.024 1.152
Cl -1.960 8.752 -1.742
H -3.044 10.360 -0.439
C -5.856 12.566 -0.638
Cl -6.928 11.850 -1.842
Cl -6.023 11.752 0.917
Cl -4.179 12.526 -1.192
H -6.135 13.604 -0.513
C 2.057 -1.976 -5.946
Cl 3.197 -3.264 -5.531
Cl 1.370 -1.244 -4.503
Cl 2.840 -0.760 -6.964
H 1.254 -2.420 -6.518
C -4.969 -2.505 5.174
Cl -6.101 -3.473 4.227
Cl -4.893 -3.091 6.841
Cl -3.369 -2.483 4.441
H -5.339 -1.490 5.194
C 7.580 -6.142 -2.057
Cl 8.129 -6.618 -3.669
Cl 6.800 -4.569 -2.097
Cl 6.500 -7.366 -1.383
H 8.449 -6.075 -1.417
C 5.496 3.687 -1.839
Cl 3.972 2.816 -1.779
Cl 6.410 3.469 -0.344
Cl 6.456 3.189 -3.237
H 5.277 4.742 -1.943
C 4.055 10.636 1.285
Cl 5.416 11.308 0.383
Cl 4.450 10.486 2.998
Cl 2.606 11.616 1.057
H 3.856 9.647 0.896
C 4.475 -6.118 6.780
Cl 5.328 -6.667 8.225
Cl 5.562 -5.241 5.705
Cl 3.725 -7.475 5.940
H 3.692 -5.438 7.087
C -5.046 16.985 -0.213
Cl -4.423 16.139 1.202
Cl -3.731 17.599 -1.211
Cl -6.100 15.922 -1.153
H -5.635 17.825 0.126
*
```